No. 1
C10H16 | wB97M-V/def2-TZVPD

The geometry in ORCA input format:
```
! RIJCOSX wB97M-V def2-TZVPD def2/J DEFGRID3
* xyz -1 2
C -1.24 -0.47 -1.79
C -2.64 -1.05 -1.87
C -0.69 -0.61 -0.40
C -0.12 -1.73 0.21
C -0.88 0.61 0.32
C 0.70 -1.53 1.33
C -0.12 0.82 1.47
C 0.64 -0.22 1.91
H -0.35 -0.99 -2.43
H -1.33 0.66 -1.87
H -3.42 -0.50 -1.45
H -0.42 -2.66 -0.12
H -1.37 1.40 -0.07
H 1.30 -2.32 1.83
H -0.24 1.61 2.03
H 1.22 -0.21 2.86
H -2.73 -1.93 -1.29
H -3.11 -1.34 -2.88
C 1.76 1.09 -0.49
C 2.28 2.40 0.12
H 1.75 0.22 0.16
H 0.80 1.23 -1.00
H 2.47 0.85 -1.33
H 3.18 2.11 0.65
H 1.64 2.90 0.72
H 2.46 3.09 -0.65
*
```

energy above the lowest of the compared OMol25 structures with the same formula, charge and spin: 64.9 kcal/mol
⟨S²⟩: 0.76
E_HOMO (alpha / beta): 0.904 / -3.597 eV

---

No. 2
C15H18ClO3 | wB97M-V/def2-TZVPD

The geometry in ORCA input format:
```
! RIJCOSX wB97M-V def2-TZVPD def2/J DEFGRID3
* xyz -1 1
C 0.63 1.65 2.33
C 1.93 1.11 1.69
C 1.93 1.59 0.24
C 0.45 1.79 -0.12
O 0.00 1.84 -1.24
C -0.33 2.01 1.18
H 0.18 0.93 3.01
H 0.85 2.56 2.91
H 2.82 1.43 2.24
H 1.91 0.01 1.70
H 2.43 2.57 0.16
H 2.42 0.92 -0.46
H -1.25 1.42 1.18
H -0.62 3.07 1.23
C 3.50 -2.48 -1.92
C 2.42 -1.58 -2.46
O 1.39 -1.50 -1.46
C 0.24 -0.92 -1.95
C -0.74 -0.82 -0.89
C -2.06 -0.41 -1.11
C -2.47 0.23 -2.32
C -3.73 0.81 -2.41
Cl -4.17 1.63 -3.85
C -4.65 0.72 -1.35
C -4.29 0.01 -0.19
C -3.03 -0.55 -0.07
O 0.16 -0.57 -3.13
H 4.43 -2.31 -2.47
H 3.68 -2.32 -0.85
H 3.22 -3.53 -2.07
H 2.81 -0.56 -2.64
H 2.01 -1.98 -3.39
H -0.50 -1.34 0.03
H -1.77 0.28 -3.15
H -5.63 1.19 -1.45
H -5.01 -0.09 0.62
H -2.74 -1.13 0.81
*
```

E_HOMO: -2.484 eV

---

No. 3
C4H2F3NO2 | wB97M-V/def2-TZVPD

The geometry in ORCA input format:
```
! RIJCOSX wB97M-V def2-TZVPD def2/J DEFGRID3
* xyz 0 1
C -2.61 0.09 -0.46
C -0.59 1.15 0.48
C 1.20 0.42 -0.10
C 1.17 -1.02 0.07
N -1.97 0.90 0.14
O -3.42 -0.51 -0.98
O -0.24 2.10 1.13
F 0.14 -1.58 -0.67
F 2.23 -1.70 -0.41
F 0.96 -1.36 1.38
H 1.29 0.64 -1.09
H 1.85 0.86 0.51
*
```

energy above the lowest of the compared OMol25 structures with the same formula, charge and spin: 15.2 kcal/mol
E_HOMO: -10.483 eV

---

No. 4
CH2AgLiO | wB97M-V/def2-TZVPD

The geometry in ORCA input format:
```
! RIJCOSX wB97M-V def2-TZVPD def2/J DEFGRID3
* xyz 1 2
H -0.38 2.20 -1.07
O 1.25 1.15 1.22
C 0.22 0.71 1.84
Li 1.80 -0.18 2.49
Ag 1.50 2.26 -0.57
H -0.67 1.36 1.64
*
```

energy above the lowest of the compared OMol25 structures with the same formula, charge and spin: 0.0 kcal/mol
⟨S²⟩: 0.77
E_HOMO (alpha / beta): -13.058 / -12.727 eV

---

No. 5
C3H10N2O | wB97M-V/def2-TZVPD

The geometry in ORCA input format:
```
! RIJCOSX wB97M-V def2-TZVPD def2/J DEFGRID3
* xyz 1 2
N -0.96 -0.88 1.22
C 0.17 -0.26 0.59
C -0.04 1.28 0.49
O -1.39 1.77 0.71
C 0.33 -0.89 -0.79
N 1.65 -0.61 -1.28
H -1.77 -1.02 0.59
H -1.22 -0.51 2.13
H 1.06 -0.27 1.22
H 0.28 1.62 -0.50
H 0.49 1.93 1.18
H -1.98 1.25 0.13
H -0.53 -0.63 -1.43
H 0.19 -1.98 -0.73
H 1.94 -1.19 -2.05
H 1.78 0.37 -1.49
*
```

energy above the lowest of the compared OMol25 structures with the same formula, charge and spin: 60.0 kcal/mol
⟨S²⟩: 0.76
E_HOMO (alpha / beta): -14.468 / -13.975 eV

---

No. 6
C8H4BF2MoNO6S | wB97M-V/def2-TZVPD

The geometry in ORCA input format:
```
! RIJCOSX wB97M-V def2-TZVPD def2/J DEFGRID3
* xyz 0 3
Mo 6.77 4.75 6.59
O 4.53 3.89 9.12
S 5.75 3.32 8.62
O 6.37 2.24 9.29
O 6.76 4.54 8.47
O 5.75 3.04 7.06
F 5.78 6.12 4.07
B 5.29 5.85 5.29
F 4.07 6.28 5.46
O 8.42 2.63 3.94
C 8.99 3.46 4.58
N 8.33 4.35 5.44
C 9.19 5.20 6.03
O 8.66 6.08 6.74
C 10.56 4.91 5.61
C 11.76 5.55 5.89
C 12.89 5.14 5.20
C 12.80 4.13 4.22
C 11.57 3.49 3.96
C 10.46 3.87 4.66
H 11.82 6.30 6.65
H 13.87 5.55 5.35
H 13.71 3.89 3.68
H 11.49 2.76 3.19
*
```

⟨S²⟩: 2.01
E_HOMO (alpha / beta): -10.217 / -10.930 eV

---

No. 7
C22H51N10Sr | wB97M-V/def2-TZVPD

The geometry in ORCA input format:
```
! RIJCOSX wB97M-V def2-TZVPD def2/J DEFGRID3
* xyz 1 1
Sr 0.16 0.51 -1.01
C -0.80 -3.19 -4.82
N -0.52 -2.34 -3.68
C -1.57 -2.39 -2.69
C 0.58 -1.57 -3.62
N 0.76 -0.70 -2.70
C 2.06 -0.14 -2.50
C 2.23 1.15 -1.76
N 1.94 1.12 -0.39
C 2.18 2.31 0.32
C 1.32 2.33 1.59
N -0.08 2.44 1.27
C -0.87 3.02 2.11
N -0.50 3.36 3.41
C -0.91 4.61 4.01
C -0.07 2.35 4.34
N -2.11 3.45 1.73
C -3.23 3.24 2.62
C -2.48 3.44 0.34
C 2.40 -0.06 0.17
C 1.42 -1.17 -0.04
N 0.21 -0.98 0.70
C -0.12 -1.71 1.70
N 0.70 -2.66 2.28
C 2.05 -2.38 2.70
C 0.23 -3.99 2.60
N -1.40 -1.66 2.19
C -2.45 -0.90 1.54
C -1.63 -1.83 3.61
N 1.50 -1.86 -4.67
C 2.75 -2.46 -4.30
C 1.52 -0.89 -5.74
H -1.61 -2.75 -5.42
H -1.12 -4.17 -4.48
H 0.08 -3.30 -5.44
H -2.53 -2.15 -3.16
H -1.39 -1.66 -1.88
H -1.63 -3.40 -2.29
H 2.56 0.06 -3.45
H 2.72 -0.89 -2.01
H 1.67 1.94 -2.26
H 3.31 1.39 -1.92
H 1.91 3.17 -0.30
H 3.25 2.42 0.61
H 1.64 3.16 2.24
H 1.52 1.41 2.14
H -1.24 5.29 3.22
H -0.05 5.05 4.52
H -1.72 4.49 4.74
H 0.17 1.43 3.80
H -0.86 2.12 5.06
H 0.80 2.69 4.90
H -2.90 2.93 3.61
H -3.88 2.46 2.21
H -3.81 4.16 2.74
H -1.61 3.70 -0.27
H -3.28 4.18 0.20
H -2.79 2.43 0.02
H 2.60 0.09 1.23
H 3.38 -0.37 -0.27
H 1.92 -2.13 0.14
H 1.16 -1.15 -1.06
H 2.36 -1.40 2.35
H 2.74 -3.13 2.31
H 2.13 -2.38 3.79
H -0.81 -4.10 2.29
H 0.32 -4.21 3.67
H 0.84 -4.72 2.06
H -2.31 -0.89 0.44
H -2.44 0.15 1.87
H -3.40 -1.36 1.82
H -0.73 -2.13 4.12
H -2.40 -2.58 3.78
H -1.98 -0.88 4.04
H 2.65 -2.93 -3.32
H 3.58 -1.74 -4.25
H 3.01 -3.24 -5.02
H 0.51 -0.52 -5.88
H 1.87 -1.38 -6.65
H 2.18 -0.04 -5.54
C -2.69 1.07 -2.42
H -2.56 0.55 -3.37
H -2.83 2.13 -2.63
H -3.56 0.68 -1.91
*
```

energy above the lowest of the compared OMol25 structures with the same formula, charge and spin: 150.3 kcal/mol
E_HOMO: -7.552 eV